{
  "formula": "C2H2FLiO2Y",
  "method": "wB97M-V/def2-TZVPD",
  "total_charge": 3,
  "spin_multiplicity": 1,
  "relative_energy_kcal_mol": 3.5,
  "fmax_ev_per_a": 8.42,
  "homo_lumo_gap_ev": 5.51,
  "energy_ha": -372.2823,
  "species": ["H", "O", "C", "C", "O", "Li", "Y", "F", "H"],
  "xyz": [[-0.774, 1.324, -0.491], [-1.162, -1.319, 0.549], [-1.184, -0.154, 0.154], [0.060, 0.370, -0.511], [1.165, -0.037, 0.124], [0.596, -1.848, 1.098], [3.235, 0.697, -0.174], [-2.015, 0.655, 0.865], [0.079, 0.312, -1.614]],
  "nbo_charge": [0.343, -0.579, 0.846, -0.305, -0.986, 0.979, 2.668, -0.231, 0.266]
}

***

{
  "formula": "C5H9N3O",
  "method": "wB97M-V/def2-TZVPD",
  "spin_multiplicity": 1,
  "relative_energy_kcal_mol": 49.7,
  "fmax_ev_per_a": 4.59,
  "homo_lumo_gap_ev": 9.14,
  "smiles": "[H]/N=C(/C)C(=C)NC(N)=O",
  "energy_ha": -435.3785,
  "species": ["C", "N", "C", "C", "C", "N", "C", "N", "O", "H", "H", "H", "H", "H", "H", "H", "H", "H"],
  "xyz": [[0.466, -0.683, -2.081], [-0.759, -0.254, 1.130], [0.584, -0.738, 1.305], [-0.954, 0.329, -0.064], [0.461, 0.305, -0.942], [1.054, -0.312, 2.534], [-1.961, 1.045, -0.539], [1.264, 1.311, -0.968], [1.096, -1.690, 0.730], [-1.506, -0.631, 1.693], [0.500, 0.303, 3.111], [1.950, -0.724, 2.770], [1.146, 1.863, -0.113], [0.363, -0.155, -3.031], [1.408, -1.237, -2.082], [-0.341, -1.412, -1.983], [-1.951, 1.415, -1.558], [-2.820, 1.265, 0.088]],
  "nbo_charge": [-0.685, -0.702, 0.793, 0.158, 0.300, -0.826, -0.531, -0.616, -0.581, 0.416, 0.410, 0.411, 0.333, 0.233, 0.244, 0.221, 0.222, 0.200]
}

***

{
  "formula": "C10H13O3",
  "method": "wB97M-V/def2-TZVPD",
  "total_charge": -1,
  "spin_multiplicity": 1,
  "relative_energy_kcal_mol": 32.2,
  "fmax_ev_per_a": 1.60,
  "homo_lumo_gap_ev": 6.96,
  "energy_ha": -614.6100,
  "species": ["C", "C", "C", "O", "O", "H", "H", "H", "H", "H", "C", "C", "C", "C", "C", "C", "C", "O", "H", "H", "H", "H", "H", "H", "H", "H"],
  "xyz": [[-1.686, -2.838, -1.008], [-0.308, -2.886, -0.305], [-1.708, -3.836, -2.241], [-1.689, -5.023, -1.843], [-1.736, -3.400, -3.402], [-2.571, -3.069, -0.401], [-1.881, -1.764, -1.255], [0.269, -3.553, -0.946], [-0.355, -3.433, 0.626], [0.199, -1.940, -0.181], [2.219, 3.285, 2.211], [-0.434, 1.112, -0.410], [-0.258, 0.704, 0.928], [0.302, 2.182, -0.886], [0.624, 1.415, 1.702], [1.214, 2.868, -0.112], [1.368, 2.517, 1.217], [-1.277, 0.536, -1.285], [-1.668, -0.322, -1.047], [-0.795, -0.182, 1.233], [0.240, 2.345, -1.959], [0.874, 1.118, 2.711], [1.738, 3.713, -0.540], [2.265, 4.341, 1.937], [3.240, 2.916, 2.042], [1.813, 3.193, 3.216]],
  "nbo_charge": [-0.481, -0.628, 0.764, -0.794, -0.764, 0.197, 0.115, 0.231, 0.198, 0.187, -0.627, 0.325, -0.289, -0.272, -0.191, -0.205, -0.061, -0.679, 0.497, 0.223, 0.219, 0.198, 0.202, 0.207, 0.214, 0.214]
}

***

{
  "formula": "C2H7OPS2",
  "method": "wB97M-V/def2-TZVPD",
  "spin_multiplicity": 1,
  "relative_energy_kcal_mol": 100.2,
  "fmax_ev_per_a": 4.84,
  "homo_lumo_gap_ev": [6.16, 6.12],
  "energy_ha": -1293.2521,
  "species": ["C", "C", "O", "P", "S", "S", "H", "H", "H", "H", "H", "H", "H"],
  "xyz": [[-0.594, 1.151, 0.442], [-0.691, -0.370, 0.215], [1.311, -0.685, -1.361], [1.110, -0.776, 0.259], [3.908, 1.100, 0.208], [0.738, -2.939, 0.221], [-1.583, 1.735, 0.608], [0.047, 1.497, 1.167], [-0.314, 1.663, -0.394], [-1.098, -0.710, -0.763], [-1.252, -0.859, 0.884], [2.153, -0.471, -1.687], [1.889, -3.068, -0.586]],
  "nbo_charge": [-0.638, -0.734, -1.004, 1.058, -0.074, -0.382, 0.216, 0.212, 0.216, 0.249, 0.223, 0.505, 0.154]
}

***

{
  "formula": "C3H2IN",
  "method": "wB97M-V/def2-TZVPD",
  "spin_multiplicity": 1,
  "relative_energy_kcal_mol": 80.2,
  "fmax_ev_per_a": 4.15,
  "homo_lumo_gap_ev": 7.32,
  "energy_ha": -467.7822,
  "species": ["C", "C", "C", "N", "I", "H", "H"],
  "xyz": [[0.998, 0.563, 0.161], [-1.397, 0.030, 0.162], [-2.130, 1.195, 0.263], [-0.108, 0.213, 0.098], [-4.214, 0.833, 0.239], [1.964, 0.834, -0.152], [-1.711, -1.006, 0.094]],
  "nbo_charge": [0.237, -0.366, -0.256, -0.140, 0.059, 0.254, 0.212]
}

***

{
  "formula": "C4H6O",
  "method": "wB97M-V/def2-TZVPD",
  "spin_multiplicity": 1,
  "relative_energy_kcal_mol": 144.9,
  "fmax_ev_per_a": 4.97,
  "homo_lumo_gap_ev": 8.93,
  "energy_ha": -230.9929,
  "species": ["C", "C", "C", "C", "O", "H", "H", "H", "H", "H", "H"],
  "xyz": [[-0.335, -0.075, 0.301], [-1.515, 0.748, -0.284], [-1.548, -0.681, -0.411], [1.138, 0.003, 0.117], [-2.545, 0.004, 0.246], [-0.699, -0.079, 2.208], [-1.726, 1.509, -0.951], [-1.802, -1.141, -1.370], [1.604, 0.818, 0.597], [1.362, -0.032, -0.992], [1.483, -0.928, 0.559]],
  "nbo_charge": [0.004, 0.003, 0.003, -0.679, -0.442, -0.011, 0.209, 0.219, 0.241, 0.215, 0.239]
}

***

{
  "formula": "C3H5O2P",
  "method": "wB97M-V/def2-TZVPD",
  "spin_multiplicity": 1,
  "relative_energy_kcal_mol": 64.6,
  "fmax_ev_per_a": 4.53,
  "homo_lumo_gap_ev": 10.54,
  "energy_ha": -609.0456,
  "species": ["C", "C", "C", "O", "O", "P", "H", "H", "H", "H", "H"],
  "xyz": [[0.570, -1.609, -1.450], [1.337, -0.320, -0.236], [-0.115, 0.089, -0.329], [0.949, -2.310, -2.296], [-0.600, -1.079, -1.165], [-1.224, 0.430, 1.019], [1.760, -0.652, 0.661], [1.932, 0.528, -0.738], [-0.147, 0.928, -1.125], [-0.730, -0.647, 1.772], [-2.167, -0.266, 0.350]],
  "nbo_charge": [0.874, -0.559, -0.239, -0.519, -0.523, 0.348, 0.214, 0.224, 0.213, -0.030, -0.003]
}

***

{
  "formula": "C36H34N5PbSe3SiTe",
  "method": "wB97M-V/def2-TZVPD",
  "total_charge": -1,
  "spin_multiplicity": 1,
  "relative_energy_kcal_mol": 21.3,
  "fmax_ev_per_a": 0.41,
  "homo_lumo_gap_ev": [4.86, 5.71],
  "energy_ha": -9620.8091,
  "species": ["Pb", "Se", "Se", "Te", "Se", "C", "C", "C", "C", "C", "C", "N", "N", "Si", "C", "C", "C", "H", "H", "H", "H", "H", "H", "H", "H", "H", "H", "H", "H", "H", "H", "H", "C", "C", "C", "C", "C", "C", "C", "C", "C", "C", "C", "C", "C", "C", "C", "H", "H", "H", "H", "H", "H", "H", "H", "H", "H", "N", "C", "C", "C", "C", "C", "C", "N", "C", "C", "C", "C", "N", "C", "C", "H", "H", "H", "H", "H", "H", "H", "H", "H"],
  "xyz": [[0.388, -0.156, 0.017], [3.826, 0.024, 2.184], [2.379, 1.725, 1.607], [1.096, 1.698, 3.788], [-0.962, 2.887, 3.530], [3.832, 0.826, -1.761], [2.933, -0.045, -2.587], [3.322, -0.589, -3.795], [2.410, -1.406, -4.473], [1.164, -1.648, -3.957], [0.797, -1.044, -2.724], [1.716, -0.273, -2.082], [-0.375, -1.166, -2.092], [-1.909, -1.622, -2.686], [-2.201, -3.480, -2.612], [-3.167, -0.812, -1.577], [-2.184, -1.048, -4.451], [4.727, 1.106, -2.315], [4.131, 0.307, -0.846], [3.300, 1.730, -1.460], [4.307, -0.389, -4.193], [2.695, -1.858, -5.417], [0.456, -2.291, -4.463], [-2.628, -3.764, -1.646], [-1.271, -4.038, -2.742], [-2.901, -3.806, -3.386], [-2.963, -1.053, -0.530], [-4.184, -1.143, -1.807], [-3.124, 0.276, -1.675], [-1.879, -1.794, -5.188], [-1.609, -0.139, -4.640], [-3.239, -0.821, -4.622], [-0.611, 1.873, -0.412], [-0.933, 3.056, -0.377], [-1.265, 4.404, -0.250], [-0.173, 5.381, -0.401], [-0.056, 6.489, 0.444], [1.012, 7.365, 0.321], [1.985, 7.153, -0.647], [1.890, 6.045, -1.479], [0.827, 5.165, -1.353], [-2.630, 4.786, 0.072], [-3.093, 6.104, -0.070], [-4.404, 6.436, 0.227], [-5.296, 5.465, 0.665], [-4.857, 4.150, 0.796], [-3.549, 3.814, 0.503], [-0.786, 6.634, 1.230], [1.092, 8.209, 0.996], [2.818, 7.837, -0.743], [2.650, 5.861, -2.227], [0.761, 4.289, -1.986], [-2.420, 6.868, -0.434], [-4.735, 7.461, 0.109], [-6.321, 5.726, 0.893], [-5.541, 3.382, 1.132], [-3.205, 2.793, 0.615], [-2.790, -4.258, 5.986], [-3.250, -5.405, 6.599], [-3.492, -5.730, 7.931], [-3.978, -6.999, 8.179], [-4.215, -7.912, 7.136], [-3.967, -7.578, 5.820], [-3.474, -6.302, 5.551], [-3.154, -5.714, 4.335], [-2.756, -4.512, 4.639], [-2.323, -3.497, 3.661], [-2.238, -2.151, 3.987], [-1.845, -1.250, 3.009], [-1.535, -1.619, 1.772], [-1.608, -2.914, 1.465], [-2.003, -3.886, 2.366], [-2.486, -3.414, 6.438], [-3.313, -5.027, 8.733], [-4.183, -7.298, 9.199], [-4.600, -8.894, 7.375], [-4.147, -8.275, 5.013], [-2.474, -1.781, 4.976], [-1.779, -0.188, 3.227], [-1.329, -3.177, 0.450], [-2.053, -4.929, 2.087]],
  "mulliken_charge": [1.076, -0.647, -0.092, 0.065, -0.397, -0.872, 0.251, -0.656, -0.468, -0.769, 0.785, 0.105, 0.119, -0.008, -1.182, -0.851, -1.203, 0.353, 0.064, 0.110, 0.373, 0.386, 0.305, 0.309, 0.335, 0.391, 0.150, 0.418, 0.162, 0.319, 0.346, 0.414, -0.975, 0.322, -0.097, 0.319, -0.247, -0.728, -0.416, -0.642, -0.473, 0.553, -0.302, -0.737, -0.442, -0.675, -0.441, 0.578, 0.375, 0.378, 0.392, 0.468, 0.525, 0.370, 0.373, 0.386, 0.494, -0.008, 0.668, -1.012, -0.397, -0.497, -0.698, 0.590, -0.692, 0.142, 0.978, -0.869, -0.532, 0.039, -0.153, -0.947, 0.186, 0.375, 0.371, 0.372, 0.427, 0.316, 0.354, 0.463, 0.476]
}

***

{
  "formula": "C5H13N5",
  "method": "wB97M-V/def2-TZVPD",
  "total_charge": 2,
  "spin_multiplicity": 1,
  "relative_energy_kcal_mol": 115.4,
  "fmax_ev_per_a": 5.17,
  "homo_lumo_gap_ev": [7.17, 6.37],
  "energy_ha": -471.2840,
  "species": ["C", "C", "C", "C", "C", "N", "N", "N", "N", "N", "H", "H", "H", "H", "H", "H", "H", "H", "H", "H", "H", "H", "H"],
  "xyz": [[-2.014, 1.155, -0.272], [1.486, -1.771, -2.859], [0.281, 0.049, 0.644], [-0.208, 1.459, 1.305], [-0.004, -1.123, 1.578], [-1.344, 0.256, -1.016], [-0.077, -0.080, -0.636], [-1.561, 1.581, 0.896], [-0.080, 1.670, 2.686], [1.064, -1.818, -4.060], [-3.107, 1.369, -0.431], [1.216, -1.117, -2.020], [1.361, 0.141, 0.580], [0.548, 2.110, 0.810], [0.603, -1.104, 2.505], [0.038, -2.095, 1.066], [-1.020, -0.989, 1.986], [-1.590, -0.134, -1.946], [-2.242, 1.957, 1.610], [0.651, 2.121, 3.178], [-0.475, 0.940, 3.276], [0.329, -1.221, -4.384], [1.507, -2.436, -4.787]],
  "nbo_charge": [0.353, 0.487, -0.162, 0.094, -0.617, -0.377, -0.140, -0.494, -0.837, -0.690, 0.270, 0.235, 0.241, 0.234, 0.266, 0.244, 0.213, 0.449, 0.479, 0.430, 0.385, 0.448, 0.487]
}

***

{
  "formula": "C36H34F2GeN4Pt",
  "method": "wB97M-V/def2-TZVPD",
  "total_charge": 3,
  "spin_multiplicity": 6,
  "relative_energy_kcal_mol": 38.2,
  "fmax_ev_per_a": 7.11,
  "homo_lumo_gap_ev": [6.21, 5.62],
  "energy_ha": -4005.9991,
  "species": ["Pt", "C", "N", "C", "C", "C", "C", "C", "C", "N", "C", "C", "C", "C", "C", "C", "N", "C", "C", "C", "C", "C", "N", "H", "H", "H", "H", "H", "H", "H", "H", "H", "H", "H", "H", "H", "H", "H", "H", "H", "H", "F", "C", "F", "H", "C", "Ge", "C", "C", "C", "C", "C", "C", "C", "C", "C", "C", "C", "C", "C", "C", "C", "C", "H", "H", "H", "H", "H", "H", "H", "H", "H", "H", "H", "H", "H", "H", "H"],
  "xyz": [[0.770, -0.465, -0.024], [2.759, -2.387, -1.408], [1.407, -1.664, -1.735], [0.357, -2.711, -2.007], [0.249, -3.533, -0.697], [0.074, -4.896, -0.712], [-0.156, -5.488, 0.494], [-0.340, -4.707, 1.647], [-0.094, -3.382, 1.614], [0.155, -2.830, 0.422], [1.442, -0.793, -2.915], [2.147, 0.558, -2.505], [3.010, 1.136, -3.320], [3.481, 2.438, -2.969], [2.938, 2.975, -1.772], [2.149, 2.217, -0.928], [1.649, 1.074, -1.307], [3.304, -2.125, -0.010], [4.485, -2.748, 0.480], [5.033, -2.267, 1.667], [4.394, -1.259, 2.355], [3.231, -0.693, 1.835], [2.733, -1.141, 0.676], [3.508, -2.108, -2.179], [2.586, -3.449, -1.422], [0.664, -3.401, -2.799], [-0.546, -2.230, -2.277], [0.195, -5.417, -1.680], [-0.246, -6.552, 0.629], [-0.664, -5.127, 2.635], [-0.052, -2.756, 2.443], [0.454, -0.517, -3.259], [1.912, -1.255, -3.817], [3.324, 0.805, -4.319], [4.131, 3.027, -3.716], [3.191, 4.090, -1.409], [2.048, 2.665, 0.035], [4.955, -3.408, -0.197], [5.969, -2.688, 2.023], [4.638, -0.953, 3.393], [2.640, -0.033, 2.409], [-3.000, -0.204, 5.163], [-2.070, 0.610, 4.792], [-0.925, 0.087, 5.278], [-1.936, 0.911, 3.736], [-2.893, -1.095, 1.506], [-1.694, 0.128, 0.470], [-1.869, 0.381, -1.439], [-2.843, -0.471, -1.955], [-3.193, -0.404, -3.284], [-2.507, 0.436, -4.112], [-1.630, 1.369, -3.613], [-1.309, 1.326, -2.273], [-1.248, 1.891, 1.430], [-0.113, 1.955, 2.056], [0.196, 3.035, 2.890], [-0.724, 4.003, 2.999], [-1.923, 3.912, 2.240], [-2.817, 5.029, 2.220], [-4.191, 4.825, 1.599], [-4.477, 3.677, 0.915], [-3.572, 2.660, 0.772], [-2.300, 2.774, 1.516], [-3.411, -0.518, 2.276], [-2.145, -1.790, 1.825], [-3.608, -1.610, 0.917], [-3.446, -1.192, -1.436], [-3.930, -1.069, -3.633], [-2.741, 0.454, -5.187], [-1.466, 2.232, -4.222], [-0.744, 2.141, -2.025], [0.774, 1.284, 1.961], [1.200, 3.161, 3.235], [-0.534, 5.035, 3.394], [-2.598, 6.069, 2.416], [-4.909, 5.608, 1.640], [-5.405, 3.564, 0.347], [-3.880, 1.794, 0.210]],
  "mulliken_spin": [1.417, -0.006, 0.215, 0.001, 0.004, 0.009, -0.005, 0.021, -0.007, 0.129, 0.008, 0.005, 0.007, 0.002, 0.012, -0.007, 0.181, -0.007, 0.007, -0.004, 0.013, -0.007, 0.150, -0.001, 0.000, 0.002, -0.009, 0.000, 0.000, 0.001, 0.000, 0.008, -0.002, 0.001, 0.000, 0.001, -0.009, 0.002, 0.000, 0.001, 0.013, 0.055, 0.744, 0.046, 0.164, 0.072, 0.354, 0.078, 0.123, -0.015, 0.067, -0.041, 0.056, 0.120, 0.054, 0.090, 0.136, -0.025, 0.258, 0.183, -0.046, 0.210, 0.104, -0.005, -0.015, 0.001, 0.000, 0.002, 0.001, 0.002, 0.007, 0.018, 0.003, -0.001, 0.011, 0.005, 0.000, 0.041]
}